# 1
25
Properties=species:S:1:pos:R:3:forces:R:3:nbo_charge:R:1 method="wB97M-V/def2-TZVPD" e_above_lowest_ev=4.454 total_charge=+1
C -1.858964 -3.180395 -1.228821 0.32 0.66 -0.77 -0.73
S -1.838268 -1.579106 -0.266598 1.09 -0.36 1.11 0.81
C -1.048356 -2.279871 1.268547 -0.46 0.21 -0.50 -0.72
C -0.420045 -0.479857 -0.718465 0.95 -0.48 -2.12 -0.59
C -0.742778 0.510326 -1.722132 -0.43 0.60 -2.38 0.21
N -0.943796 1.395592 -2.464958 0.34 -1.84 1.69 -0.27
H -2.431786 -2.980520 -2.163070 0.51 -0.15 0.68 0.27
H -0.804979 -3.442239 -1.453949 -0.71 0.03 0.11 0.25
H -2.369912 -3.972529 -0.642269 0.34 0.77 -0.10 0.27
H -0.969687 -1.471166 2.000217 0.00 -0.20 -0.16 0.26
H -1.701656 -3.074905 1.649986 0.18 0.30 -0.15 0.26
H -0.065803 -2.681668 0.989433 -0.29 0.14 0.10 0.24
H 0.499419 -1.139296 -0.899604 -1.35 1.07 -0.07 0.27
C 0.808756 3.238010 -0.029191 -0.43 0.57 -0.12 -0.43
N 1.107770 1.854650 0.384912 -1.34 -0.42 -1.16 -0.39
C 2.462519 1.574933 0.816345 0.04 -0.42 0.43 -0.41
C 0.108075 0.914210 0.448821 1.59 -0.21 2.04 -0.03
H 1.774518 3.747373 -0.209760 -0.73 -0.24 -0.15 0.22
H 0.165403 3.269521 -0.937719 0.67 -0.08 0.59 0.24
H 0.276784 3.820416 0.769822 0.45 -0.67 -0.45 0.21
H 3.100551 2.399906 0.519429 0.15 -0.19 -0.19 0.23
H 2.546752 1.487167 1.907796 -0.22 0.06 -0.09 0.21
H 2.811303 0.635642 0.396133 0.23 0.04 -0.19 0.21
H 0.391328 0.091254 1.073757 -0.05 0.49 1.36 0.19
H -0.857146 1.342552 0.511339 -0.84 0.32 0.48 0.21

---

# 2
57
Properties=species:S:1:pos:R:3:forces:R:3:nbo_charge:R:1 method="wB97M-V/def2-TZVPD" e_above_lowest_ev=0.205 total_charge=+4
Ta 0.155555 -0.109958 0.141584 -0.01 2.81 0.22 2.59
O -2.306419 6.549088 -2.933273 0.15 -0.04 -0.10 -0.27
N -2.776940 5.598395 -2.374618 -0.36 0.38 0.12 0.52
O -3.952136 5.403332 -2.145298 0.07 -0.24 0.02 -0.34
C -1.811482 4.596829 -1.849503 -0.12 -0.23 -0.04 0.09
C -0.551655 5.029982 -1.672825 0.22 -0.03 0.06 -0.12
C 0.453069 4.140781 -1.171228 0.06 0.29 -0.09 -0.05
C 1.796555 4.523237 -0.979057 -0.04 0.09 -0.02 -0.02
C 2.702844 3.596173 -0.523479 0.04 -0.06 0.03 -0.23
C 2.271134 2.296119 -0.261084 0.05 0.08 0.02 0.11
N 1.005653 1.923954 -0.432823 -0.14 -0.58 0.10 -0.53
C 0.102173 2.830037 -0.878038 0.06 -0.07 0.01 0.14
C -1.233062 2.382571 -1.058263 -0.06 -0.20 0.08 0.25
N -1.479770 1.061015 -0.747624 0.17 -0.54 0.18 -0.64
C -2.720892 0.580537 -0.964522 0.02 0.12 0.00 0.13
C -3.746938 1.366105 -1.446305 -0.05 0.01 0.00 -0.24
C -3.513215 2.694627 -1.730746 0.04 0.13 -0.07 0.02
C -2.216923 3.239867 -1.548761 -0.16 0.16 -0.04 -0.09
H -0.301421 6.053955 -1.924487 0.00 -0.01 -0.02 0.30
H 2.104661 5.540123 -1.194746 0.00 -0.01 0.00 0.28
H 3.742121 3.852464 -0.369117 0.00 0.00 0.00 0.28
H 2.971690 1.543351 0.080301 -0.01 0.00 0.02 0.23
H -2.893194 -0.462071 -0.754567 0.01 -0.01 0.02 0.22
H -4.725731 0.930936 -1.596979 0.00 0.02 -0.01 0.29
H -4.310028 3.324216 -2.096734 -0.04 0.05 -0.04 0.31
F -2.913906 -4.005581 -0.281639 0.02 -0.01 0.04 -0.22
C -2.967167 -3.285831 0.787897 -0.08 -0.12 0.07 0.96
F -3.050309 -3.952121 1.883811 0.00 0.03 -0.07 -0.21
F -3.815203 -2.299289 0.704788 -0.01 -0.01 0.00 -0.25
S -1.227768 -2.357374 0.866271 -0.27 0.35 -0.22 2.04
O -0.943913 -1.685148 -0.513571 -0.25 -0.82 0.11 -0.92
O -1.230195 -1.099315 1.691605 0.10 -0.32 -0.56 -0.90
N -0.182955 -3.399953 1.240830 0.09 -0.14 0.11 -1.09
S 1.353991 -2.969294 1.368876 0.04 0.60 -0.01 2.15
O 1.970080 -3.163591 2.614233 -0.14 0.05 -0.14 -0.72
O 1.379153 -1.461163 0.881857 0.32 -1.07 0.06 -0.97
C 2.208864 -3.879166 -0.061035 0.11 -0.05 0.67 0.86
F 1.562054 -3.524118 -1.144080 -0.16 0.02 -0.43 -0.28
F 2.108037 -5.143010 0.199983 0.14 0.12 -0.18 -0.22
F 3.433032 -3.423678 -0.059992 0.06 -0.18 -0.12 -0.25
N 1.367342 1.542726 3.708885 0.07 -0.03 0.15 -0.72
C 0.272710 1.193459 3.077991 -0.02 -0.16 -0.31 0.82
N -0.909940 1.153953 3.644864 -0.03 0.03 0.13 -0.72
O 0.379321 0.895727 1.790023 0.00 0.09 0.34 -0.76
H 1.365602 1.763716 4.697954 0.01 0.01 -0.02 0.46
H 2.258801 1.553389 3.237733 -0.02 0.02 -0.01 0.44
H -1.041969 1.400850 4.618735 0.00 0.02 -0.02 0.46
H -1.719970 0.838335 3.136574 0.00 0.01 -0.01 0.44
N 4.113260 -0.828162 -3.251857 -0.24 0.09 0.03 -0.55
N 2.846081 -0.702860 -2.884136 0.35 -0.10 -0.43 0.26
N 1.868416 -0.908202 -3.767168 -0.08 0.07 0.36 -0.19
C 0.791261 -0.697879 -3.036558 0.15 -0.03 -0.19 0.22
N 1.126541 -0.362917 -1.779370 0.10 -0.50 0.36 -0.49
N 2.478094 -0.375157 -1.695814 -0.17 -0.05 -0.17 -0.08
H 4.278023 -1.127483 -4.203472 -0.02 -0.02 -0.01 0.46
H 4.832665 -0.719648 -2.555087 -0.01 -0.02 0.02 0.44
H -0.214355 -0.776608 -3.420792 0.02 -0.02 0.00 0.27

---

# 3
116
Properties=species:S:1:pos:R:3:forces:R:3:mulliken_spin:R:1 method="wB97M-V/def2-TZVPD" s_squared=8.810 multiplicity=6 total_charge=+3
Mn 0.025879 1.096312 -0.702303 0.37 0.50 0.21 3.95
C 2.385246 0.584179 -3.310913 0.10 0.04 0.14 0.01
C 2.737367 1.375086 -2.091029 -0.09 0.20 0.07 -0.01
C 3.936541 1.991906 -1.759607 0.20 0.07 0.04 0.00
C 3.678203 2.723794 -0.605889 0.32 0.07 -0.02 0.03
N 2.408608 2.537943 -0.250900 -0.18 0.01 -0.10 0.02
N 1.829398 1.715150 -1.155031 -0.14 -0.47 -0.08 -0.07
B 1.542736 3.394718 0.766211 -0.02 -0.06 -0.17 -0.04
N 0.965589 2.432365 1.823901 -0.05 -0.04 -0.20 0.01
C 0.750045 2.554323 3.138453 0.05 0.16 0.08 0.03
C 0.143721 1.400410 3.593801 -0.05 -0.08 0.13 0.01
C -0.004133 0.598987 2.464377 -0.01 0.02 0.06 0.04
C -0.554388 -0.779465 2.359436 0.03 -0.06 0.02 0.03
N 0.477634 1.240291 1.388816 0.02 -0.20 0.08 -0.07
N 0.347712 3.918524 -0.088087 -0.03 0.03 -0.05 0.04
C -0.128122 5.146152 -0.309543 0.00 0.19 0.07 0.03
C -1.184003 5.067275 -1.202682 -0.06 0.17 -0.05 0.00
C -1.313807 3.725065 -1.520575 -0.01 -0.08 0.03 0.02
C -2.244758 3.088277 -2.503765 0.05 0.11 0.07 0.01
N -0.392818 3.036388 -0.813991 -0.26 -0.62 -0.18 -0.09
N 2.383450 4.453313 1.349612 -0.08 0.27 -0.02 0.00
C 3.284953 4.351171 2.373354 0.02 0.10 -0.06 0.00
C 4.062871 5.468826 2.344291 0.22 -0.01 0.23 0.00
C 3.589862 6.225418 1.243282 0.28 0.52 -0.18 0.00
C 4.087974 7.556145 0.761213 -0.05 -0.21 0.10 0.00
N 2.601314 5.612644 0.634206 -0.17 -0.50 0.21 0.00
H 2.823547 1.055656 -4.189259 0.02 0.00 0.01 0.00
H 1.307785 0.548013 -3.462385 -0.04 0.06 0.02 0.01
H 2.765632 -0.438392 -3.262961 0.03 0.00 0.02 0.00
H 4.861596 1.961878 -2.316119 -0.10 0.02 0.06 0.00
H 4.315750 3.387983 -0.034865 -0.09 -0.07 -0.10 0.00
H 1.041739 3.448632 3.670151 -0.02 -0.09 -0.05 0.00
H -0.143883 1.170162 4.608282 0.04 0.02 -0.10 0.00
H -0.121597 -1.421392 3.129533 -0.02 0.03 -0.02 0.00
H -0.317329 -1.193236 1.381083 -0.01 -0.02 -0.03 0.04
H -1.633919 -0.804097 2.486014 -0.19 0.03 0.03 0.00
H 0.335505 5.997485 0.164725 -0.03 -0.08 -0.05 0.00
H -1.767089 5.885988 -1.594843 0.07 -0.06 0.03 0.00
H -2.060896 3.486985 -3.501119 0.00 0.04 0.01 0.00
H -3.284021 3.310657 -2.256798 0.02 0.01 0.01 0.00
H -2.126122 2.008765 -2.550065 0.02 -0.01 -0.04 0.01
H 3.307840 3.497443 3.034974 0.01 0.08 -0.06 0.00
H 4.861094 5.731924 3.022369 -0.09 -0.04 -0.07 0.00
H 3.922603 8.324425 1.514527 -0.03 0.02 0.05 0.00
H 3.578338 7.851562 -0.152896 -0.02 -0.04 0.01 0.00
H 5.159335 7.520338 0.570630 0.03 -0.02 -0.02 0.00
C -5.981848 -1.792398 4.708917 -0.05 -0.08 -0.09 0.00
C -5.883220 -2.307299 3.273997 -0.02 0.06 0.19 0.00
S -4.896631 -1.245078 2.236621 0.18 -0.29 0.02 0.00
O -3.979901 -2.063089 1.451730 0.14 0.15 0.14 0.00
O -4.354587 -0.148303 3.005295 0.24 0.03 -0.07 0.00
C -6.038657 -0.575473 1.069756 -0.16 0.15 -0.20 0.00
C -5.429861 0.574748 0.271384 0.15 -0.23 0.00 0.00
N -4.074842 0.307153 -0.279299 -0.45 0.14 -0.09 0.00
C -2.974552 0.976508 0.102774 0.21 0.05 0.09 0.10
N -1.916507 0.526455 -0.584648 0.34 -0.28 -0.11 -0.27
C -2.358823 -0.470320 -1.426332 0.22 0.38 0.03 0.05
C -3.680775 -0.590982 -1.253013 -0.44 -0.10 0.05 0.00
N -4.514061 -1.545054 -1.947990 -0.01 -0.42 0.24 0.00
O -5.708301 -1.509334 -1.758296 0.04 0.22 -0.08 0.00
O -3.921230 -2.348270 -2.642844 -0.02 0.27 0.07 0.00
C -2.922645 2.043826 1.139352 -0.16 0.00 -0.11 0.02
H -6.556248 -2.508335 5.294411 -0.01 0.00 0.00 0.00
H -6.486589 -0.828946 4.758067 0.01 -0.02 -0.02 0.00
H -4.998727 -1.686532 5.162408 -0.01 -0.01 -0.03 0.00
H -6.861353 -2.367956 2.788920 0.06 -0.10 0.05 0.00
H -5.399262 -3.281429 3.196766 -0.05 0.01 0.05 0.00
H -6.915128 -0.195318 1.600268 0.07 -0.01 0.00 0.00
H -6.330556 -1.412386 0.438319 -0.11 0.10 -0.05 0.00
H -5.311843 1.455438 0.894440 -0.08 -0.03 0.07 0.00
H -6.104688 0.810306 -0.543469 0.03 0.06 -0.18 0.00
H -1.734884 -1.003023 -2.115168 0.10 -0.02 -0.04 0.02
H -3.532698 2.903362 0.850175 0.06 -0.02 -0.04 0.00
H -1.896369 2.374580 1.264366 0.02 0.03 0.01 0.00
H -3.300647 1.667451 2.090658 0.02 -0.06 0.00 0.00
O 0.535280 -0.789190 -1.100121 -0.41 0.21 0.03 0.03
P 1.412360 -2.003351 -1.013191 -0.30 0.35 -0.36 -0.06
N 2.835853 -1.826737 -0.359066 0.45 -0.08 0.65 0.00
C 2.941429 -1.265463 1.035488 0.23 -0.13 -0.08 0.03
C 4.452526 -1.177778 1.266507 0.03 -0.03 -0.07 0.00
C 5.045855 -2.242613 0.341646 -0.08 0.04 0.07 0.00
C 4.191494 -2.140570 -0.914923 0.02 0.15 0.14 0.00
N 0.486808 -3.107819 -0.021380 -0.18 -0.53 -0.05 0.75
C 1.073397 -4.222375 0.726289 -0.13 0.12 -0.07 -0.06
C 0.140996 -5.402915 0.450327 -0.03 0.06 0.06 0.03
C -1.231845 -4.731535 0.338526 0.08 0.03 0.02 0.01
C -0.933391 -3.378313 -0.308682 0.10 0.06 0.18 -0.01
N 1.475179 -2.785881 -2.417062 -0.16 -0.33 -0.24 0.15
C 0.578148 -2.463790 -3.561259 0.12 -0.23 0.01 -0.01
C 1.160462 -3.295093 -4.729235 0.04 -0.01 0.09 0.01
C 2.292323 -4.154014 -4.124036 -0.11 0.09 0.00 0.00
C 1.980472 -4.171070 -2.635116 -0.07 0.21 -0.15 0.00
H 2.471770 -1.938979 1.758459 0.01 -0.07 -0.11 0.00
H 2.448893 -0.297728 1.104223 -0.03 0.05 -0.10 0.01
H 4.700950 -1.343472 2.312285 0.02 0.03 0.00 0.00
H 4.814980 -0.189352 0.982299 -0.01 0.01 -0.01 0.00
H 4.954711 -3.235937 0.787043 -0.01 0.01 -0.02 0.00
H 6.096091 -2.067631 0.120087 0.01 -0.02 0.01 0.00
H 4.190055 -3.049606 -1.505940 -0.07 -0.05 0.00 0.00
H 4.530748 -1.320889 -1.548222 -0.09 0.09 -0.01 0.00
H 1.026363 -3.940782 1.789887 0.00 0.04 -0.01 0.07
H 2.124465 -4.342964 0.467237 0.02 -0.01 0.00 0.01
H 0.187796 -6.136995 1.250823 0.01 -0.01 -0.02 0.00
H 0.425200 -5.897234 -0.477609 0.00 -0.02 -0.03 0.00
H -1.668155 -4.581931 1.326314 -0.01 0.03 -0.01 0.00
H -1.939342 -5.304698 -0.255337 0.00 -0.01 0.02 0.00
H -1.541740 -2.555211 0.078566 -0.03 0.04 0.00 0.02
H -1.068551 -3.376971 -1.399235 0.05 -0.04 0.04 0.05
H 0.572189 -1.393040 -3.740288 0.03 -0.05 -0.01 -0.01
H -0.448302 -2.780070 -3.335387 0.05 0.00 -0.01 0.02
H 1.534729 -2.646137 -5.516452 0.00 0.00 -0.03 0.00
H 0.381497 -3.918353 -5.161061 -0.01 -0.01 -0.01 0.00
H 3.263563 -3.688878 -4.288952 0.01 0.00 -0.01 0.00
H 2.323503 -5.158430 -4.539113 0.01 0.00 -0.01 0.00
H 2.828017 -4.402034 -1.997147 0.05 0.01 0.03 0.00
H 1.175618 -4.880406 -2.422416 -0.03 0.00 0.04 0.01

---

# 4
46
Properties=species:S:1:pos:R:3:forces:R:3:nbo_charge:R:1 method="wB97M-V/def2-TZVPD" total_charge=-1
C 3.238240 2.251835 3.054771 -0.19 0.03 -0.28 -0.63
C 2.653509 2.301012 1.649556 0.08 -0.51 0.33 -0.06
O 3.612963 1.808810 0.735422 0.50 0.46 0.08 -0.54
C 3.387158 2.180606 -0.597424 -0.49 -0.42 -0.45 -0.08
C 3.086469 0.954783 -1.463701 0.20 0.10 0.37 -0.08
O 2.216889 0.084568 -0.794090 -0.21 -0.27 -0.31 -0.55
C 0.845605 0.357232 -1.113337 0.31 0.09 -0.18 0.11
N -0.001208 -0.637017 -0.554739 -0.19 0.26 0.26 -0.46
C -0.149539 -1.770454 -1.454580 0.82 -0.35 -0.50 -0.23
C 1.142347 -2.596317 -1.603902 -0.59 -0.35 0.20 -0.62
C -1.271179 -0.094647 -0.077029 -0.96 -0.18 0.36 -0.19
C -2.423231 -0.239913 -1.119883 -0.37 0.05 -0.77 0.75
O -3.347752 -1.068042 -0.898391 0.60 0.55 -0.22 -0.78
O -2.280712 0.522441 -2.116604 -0.15 -0.51 0.63 -0.78
C -1.615782 -0.623740 1.322478 0.56 -0.48 -0.77 -0.20
Br -3.254992 0.232428 1.899572 -0.22 0.26 0.36 -0.03
C -1.670737 -2.136413 1.489788 -0.11 -0.15 0.59 -0.44
C -0.326500 -2.712196 1.927195 -0.17 0.43 0.14 -0.60
H 2.876571 1.396581 3.606818 0.00 -0.27 0.17 0.21
H 4.317507 2.199325 2.990833 0.24 0.04 0.02 0.22
H 2.956949 3.148985 3.589142 -0.01 0.19 0.30 0.20
H 1.772367 1.664718 1.591348 -0.33 0.02 -0.05 0.18
H 2.358053 3.322756 1.420773 0.05 0.20 -0.30 0.16
H 2.524070 2.835861 -0.678162 -0.14 0.34 0.16 0.16
H 4.251584 2.708520 -0.995433 0.21 0.13 -0.04 0.17
H 2.663248 1.284432 -2.413873 -0.05 0.10 -0.22 0.17
H 4.003496 0.423188 -1.694955 0.21 -0.26 0.12 0.17
H 0.734069 0.387087 -2.205427 0.12 0.02 -0.20 0.15
H 0.603339 1.350574 -0.742641 -0.26 0.08 0.19 0.16
H -0.931750 -2.437860 -1.134052 -0.37 0.13 0.36 0.22
H -0.424110 -1.418805 -2.451022 -0.33 0.13 -0.11 0.19
H 1.617585 -2.434631 -2.562685 0.37 0.24 -0.06 0.20
H 1.818786 -2.421855 -0.780117 0.31 0.21 0.04 0.22
H 0.879811 -3.650332 -1.567958 -0.01 -0.26 -0.08 0.20
H -1.185071 0.976465 0.050512 0.24 0.28 -0.08 0.21
H -0.840798 -0.261257 1.985496 0.03 0.26 0.32 0.20
H -2.355057 -2.339684 2.306877 -0.27 -0.07 0.12 0.21
H -2.087072 -2.632088 0.625280 -0.10 0.05 -0.31 0.23
H 0.029564 -2.107775 2.757560 0.24 0.11 0.18 0.19
H -0.441346 -3.712580 2.324674 0.03 -0.41 -0.18 0.20
H 0.426087 -2.665596 1.153081 0.17 -0.15 -0.19 0.21
C -5.782749 1.047412 -1.502579 0.21 -0.07 0.00 -0.28
Cl -6.867544 0.244186 -0.362822 0.01 0.01 0.01 -0.01
Cl -6.565080 1.204177 -3.083082 -0.03 0.00 -0.06 -0.02
Cl -5.307254 2.635986 -0.896553 -0.01 -0.01 0.02 0.00
H -4.886804 0.437238 -1.616135 0.06 -0.08 0.05 0.30

---

no.,energy (Ha)
1,-783.03930
2,-3198.14078
3,-4463.45236
4,-4820.08603